A molecular structure, C3H7CdO3 at a distorted geometry. Source: the Open Molecules 2025 dataset; level of theory: ωB97M-V/def2-TZVPD.

Computed properties:
Multiplicity ... 1
Total charge ... +1
Energy relative to the best compared isomer or geometry (same formula, charge and spin) ... 3.366 eV

Last column: Löwdin charge in e.
CARTESIAN COORDINATES (ANGSTROEM)
Cd (1.992, 0.979, 0.380)  1.5397
O (1.892, -1.009, 0.420)  -0.3368
O (0.464, 2.017, 0.171)  -0.4401
O (-0.133, -0.765, 0.687)  -0.2209
C (-1.139, 0.220, 0.346)  -0.1483
C (-0.592, 1.386, -0.468)  -0.3623
C (0.861, -1.365, -0.393)  -0.2172
H (-1.527, 0.565, 1.312)  0.1441
H (0.833, -1.224, 1.480)  0.3619
H (0.406, -1.162, -1.371)  0.1501
H (-1.448, 2.073, -0.612)  0.1400
H (-1.926, -0.312, -0.203)  0.1409
H (-0.327, 1.033, -1.486)  0.1109
H (0.645, -2.434, -0.262)  0.1379